# C22H23Br2N4OS2V

A structure of composition C22H23Br2N4OS2V at a distorted geometry (ωB97M-V/def2-TZVPD, OMol25).

Structure (ORCA input):
```
! RIJCOSX wB97M-V def2-TZVPD def2/J DEFGRID3
* xyz 2 3
V 0.223 0.240 -0.111
C 3.006 1.850 1.425
C 1.863 2.709 0.986
C 1.932 4.088 1.243
C 0.928 4.937 0.863
C -0.173 4.424 0.155
C -1.249 5.188 -0.367
Br -1.325 7.044 -0.059
C -2.220 4.588 -1.120
C -2.173 3.214 -1.399
Br -3.460 2.476 -2.558
C -1.174 2.420 -0.874
O -1.008 1.108 -1.046
C -0.182 3.038 -0.078
N 0.801 2.181 0.363
H 3.814 2.468 1.805
H 3.393 1.263 0.592
H 2.697 1.179 2.226
H 2.802 4.473 1.756
H 0.980 5.997 1.075
H -3.028 5.181 -1.526
C -3.910 -0.185 0.435
N -3.310 -1.505 0.250
C -4.025 -2.348 -0.709
C -2.148 -1.854 0.774
S -1.093 -0.629 1.515
N -1.812 -3.141 0.891
C -2.815 -4.192 1.089
C -0.436 -3.576 1.110
H -4.991 -0.298 0.493
H -3.673 0.450 -0.414
H -3.558 0.284 1.347
H -4.357 -1.709 -1.527
H -4.904 -2.813 -0.262
H -3.374 -3.115 -1.117
H -3.785 -3.761 1.320
H -2.510 -4.796 1.943
H -2.898 -4.846 0.222
H 0.251 -2.975 0.524
H -0.352 -4.609 0.779
H -0.158 -3.520 2.164
S 3.694 -2.207 1.439
C 2.246 -1.318 1.503
N 1.822 -0.815 0.370
C 2.691 -1.141 -0.669
C 2.545 -0.757 -2.006
C 3.506 -1.159 -2.910
C 4.597 -1.934 -2.502
C 4.754 -2.323 -1.187
C 3.788 -1.915 -0.273
H 1.714 -1.183 2.435
H 1.701 -0.145 -2.323
H 3.421 -0.874 -3.949
H 5.336 -2.234 -3.233
H 5.597 -2.923 -0.873
*
```

Molar mass in g mol⁻¹: 634.34
Frontier orbital gap (spin up / spin down) in eV: 6.677 / 7.066
ΔE to the lowest compared entry with this formula, charge and spin in eV: 0.754
HOMO (spin up / spin down) in eV: -13.55 / -13.56
LUMO (spin up / spin down) in eV: -6.88 / -6.49
Expectation value of S²: 2.03